No. 1
Molecular formula: C31H42CoN5OSSi
Method: DFT, ωB97M-V with the def2-TZVPD basis set

## Properties
Max |F| in eV Å⁻¹: 1.58
Expectation value of S²: 6.07
Kohn-Sham gap (spin up / spin down) in Eh: 0.27296 / 0.26584
Spin multiplicity: 5

```
82
C31H42CoN5OSSi ωB97M-V with the def2-TZVPD basis set
Co 0.0344 1.7230 -0.0131
C 0.8566 -1.6606 -3.3022
C -0.4067 -1.4441 -2.4825
N -1.5691 -2.0495 -3.0948
N -2.4154 -1.0941 -1.1360
C -1.4727 -0.0074 -1.0757
S -2.1888 1.5659 -0.6001
N -0.7311 0.0109 -2.3151
N 0.3608 0.9393 -2.1896
H 0.9314 -2.7087 -3.5738
H 1.7491 -1.4232 -2.7244
H 0.8488 -1.0572 -4.2082
H -3.2121 -0.9290 -0.5317
H 0.3591 1.5438 -3.0119
H 1.2564 0.4530 -2.1515
C -3.6314 -2.8868 -2.1628
C -2.8077 -1.6220 -2.4331
C -1.6366 -2.1121 -4.5409
C -3.6259 -0.5809 -3.2167
Si -0.2401 -1.9958 -0.5745
O -0.4973 -0.4236 -0.0571
C -1.2291 -3.1183 0.5978
C -1.0556 -4.4979 0.6377
C -1.6507 -5.2729 1.6166
C -2.4441 -4.6817 2.5836
C -2.6378 -3.3112 2.5570
C -2.0351 -2.5405 1.5803
C 1.5334 -2.6334 -0.4149
C 2.5902 -2.0198 0.2454
C 3.7916 -2.6858 0.4253
C 3.9370 -3.9892 -0.0172
C 2.9013 -4.6078 -0.6973
C 1.7277 -3.9183 -0.9167
H -3.7943 -3.4230 -3.0910
H -4.5928 -2.6397 -1.7266
H -3.0761 -3.5259 -1.4821
H -2.5660 -2.6059 -4.8149
H -0.8216 -2.7308 -4.9127
H -1.6002 -1.1332 -5.0351
H -4.0032 -0.9898 -4.1485
H -3.0173 0.2975 -3.4184
H -4.4743 -0.2676 -2.6141
H -0.4374 -4.9798 -0.1012
H -1.4754 -6.3389 1.6307
H -2.9061 -5.2836 3.3520
H -3.2479 -2.8408 3.3135
H -2.1794 -1.4701 1.5913
H 2.4681 -1.0125 0.6180
H 4.6150 -2.1939 0.9224
H 4.8582 -4.5249 0.1576
H 3.0138 -5.6236 -1.0487
H 0.9413 -4.3745 -1.4975
C 0.9834 5.2619 -0.8437
C 2.2466 5.0362 -0.0081
C 3.0597 3.8566 -0.5481
C 1.9331 4.8584 1.4603
C 2.4210 5.7738 2.3649
C 2.1801 5.6597 3.7273
C 1.4119 4.6014 4.1930
C 0.8931 3.6486 3.3452
C 0.0573 2.5278 3.9116
C -1.3901 2.6100 3.4268
C 0.6522 1.1561 3.5949
C 1.1444 3.7466 1.9289
N 0.6678 2.8747 1.0954
H 1.2508 5.4704 -1.8785
H 0.4170 6.1046 -0.4533
H 0.3452 4.3747 -0.8152
H 2.8684 5.9369 -0.0966
H 2.4460 2.9512 -0.5399
H 3.9363 3.6864 0.0738
H 3.3855 4.0520 -1.5679
H 3.0045 6.6118 2.0061
H 2.5824 6.3907 4.4137
H 1.2093 4.5251 5.2533
H 0.0521 2.6468 5.0020
H -1.4372 2.4590 2.3487
H -1.8170 3.5825 3.6579
H -1.9859 1.8422 3.9135
H 0.5789 0.9557 2.5235
H 0.1097 0.3792 4.1267
H 1.6987 1.1159 3.8870
```

***

No. 2
Molecular formula: C31H42N4O2PdSSi
Method: DFT, ωB97M-V with the def2-TZVPD basis set

## Properties
Max |F| in eV Å⁻¹: 0.58
Relative energy (zero: lowest compared OMol25 entry of this formula, charge and spin) in kJ/mol: 75.7
Kohn-Sham gap (spin up / spin down) in Eh: 0.26890 / 0.26889
Spin multiplicity: 1

```
82
C31H42N4O2PdSSi ωB97M-V with the def2-TZVPD basis set
Pd 0.5223 0.3389 1.2294
C 5.2147 0.3985 1.3384
C 3.7251 0.2068 1.4044
N 2.9330 0.8347 2.1809
O 3.4830 1.7454 3.0755
C 3.1530 -0.8052 0.4982
C 4.0436 -1.8523 -0.0959
N 1.8885 -0.7920 0.2097
O 1.4018 -1.6959 -0.5744
H 5.5526 1.3158 1.8179
H 5.5155 0.4705 0.2938
H 5.7466 -0.4455 1.7809
H 4.4379 1.6031 3.1240
H 4.4158 -2.5327 0.6753
H 4.9054 -1.4096 -0.5971
H 3.4719 -2.4293 -0.8166
C -0.3826 -4.7314 -1.0623
C -1.4037 -4.2329 -2.0808
C -2.4078 -3.2286 -1.5215
C -1.7705 -1.9727 -0.9325
N -1.3005 -2.1233 0.4540
C -1.7078 -1.3640 1.4680
S -0.7231 -1.0603 2.8481
N -2.9602 -0.8549 1.4558
C -4.1470 -1.5384 0.9280
C -4.4153 -2.8958 1.5821
C -5.1481 -2.8347 2.9223
C -4.4452 -2.0223 4.0076
H 0.1957 -5.5601 -1.4733
H -0.8720 -5.0851 -0.1513
H 0.3246 -3.9452 -0.7913
H -1.9562 -5.0816 -2.4930
H -0.8756 -3.7680 -2.9189
H -3.0267 -3.7121 -0.7589
H -3.0799 -2.9213 -2.3285
H -2.4570 -1.1279 -0.9696
H -0.8900 -1.6779 -1.5040
H -0.3144 -2.3565 0.4985
H -3.1305 -0.3149 2.2888
H -4.0649 -1.6512 -0.1483
H -4.9864 -0.8633 1.1058
H -3.4643 -3.4244 1.7013
H -5.0118 -3.4900 0.8844
H -5.2824 -3.8593 3.2774
H -6.1541 -2.4343 2.7616
H -3.3922 -2.2978 4.0990
H -4.9206 -2.1813 4.9758
H -4.4934 -0.9492 3.8090
C -2.6109 0.7121 -3.2673
C -1.3083 0.5540 -3.7188
C -0.2366 0.9179 -2.9121
C -0.4384 1.4299 -1.6297
C -1.7637 1.5747 -1.1917
C -2.8385 1.2324 -1.9991
Si 0.9297 1.8432 -0.4037
C 2.6106 1.9956 -1.2256
C 3.2126 0.9314 -1.9122
C 4.4675 1.0656 -2.4872
C 5.1592 2.2662 -2.3801
C 4.5874 3.3290 -1.6982
C 3.3261 3.1932 -1.1283
C 0.4668 3.4723 0.4021
C -0.4103 4.3750 -0.2090
C -0.7262 5.5866 0.3903
C -0.1741 5.9200 1.6194
C 0.6954 5.0375 2.2445
C 1.0081 3.8249 1.6448
H -3.4444 0.4428 -3.9044
H -1.1249 0.1520 -4.7078
H 0.7684 0.8131 -3.2987
H -1.9625 1.9751 -0.2021
H -3.8513 1.3736 -1.6410
H 2.7006 -0.0224 -1.9809
H 4.9118 0.2302 -3.0156
H 6.1402 2.3695 -2.8273
H 5.1212 4.2672 -1.6098
H 2.8959 4.0335 -0.5947
H -0.8499 4.1362 -1.1721
H -1.4053 6.2708 -0.1033
H -0.4229 6.8637 2.0888
H 1.1309 5.2894 3.2034
H 1.6890 3.1535 2.1500
```

***

No. 3
Molecular formula: C31H42N4O2PdSSi
Method: DFT, ωB97M-V with the def2-TZVPD basis set

## Properties
Max |F| in eV Å⁻¹: 0.59
Relative energy (zero: lowest compared OMol25 entry of this formula, charge and spin) in kJ/mol: 91.0
Kohn-Sham gap (spin up / spin down) in Eh: 0.26622 / 0.26623
Spin multiplicity: 1

```
82
C31H42N4O2PdSSi ωB97M-V with the def2-TZVPD basis set
Pd -0.0991 0.6248 0.0038
C -2.8190 0.6468 3.8048
C -2.0278 0.6176 2.5242
N -1.1975 1.5253 2.1564
O -1.0273 2.6475 2.9445
C -2.2659 -0.5214 1.6263
C -3.4362 -1.4289 1.8744
N -1.5133 -0.7191 0.5785
O -1.7767 -1.6600 -0.2610
H -2.4666 1.3827 4.5251
H -2.7474 -0.3241 4.2939
H -3.8739 0.8399 3.6037
H -1.7191 2.6837 3.6208
H -4.3860 -0.9082 1.7245
H -3.4222 -1.8285 2.8901
H -3.3882 -2.2523 1.1687
C -3.3355 -2.5109 -3.3423
C -2.1715 -3.4211 -3.7340
C -0.8568 -2.6945 -4.0189
C -0.3253 -1.8624 -2.8533
N -0.9491 -0.5342 -2.7490
C -0.2974 0.6277 -2.7378
S -0.9374 2.0055 -1.9103
N 0.8396 0.7873 -3.4680
C 1.0834 0.1641 -4.7788
C 0.0219 0.4841 -5.8364
C 0.2151 1.8148 -6.5626
C 0.2181 3.0429 -5.6553
H -4.2775 -3.0600 -3.3659
H -3.4234 -1.6657 -4.0293
H -3.2078 -2.1272 -2.3285
H -2.4399 -4.0019 -4.6203
H -2.0009 -4.1423 -2.9288
H -0.9708 -2.0525 -4.8981
H -0.1003 -3.4454 -4.2672
H 0.7464 -1.7319 -2.9211
H -0.5257 -2.3597 -1.9024
H -1.7417 -0.5418 -2.1155
H 1.1536 1.7428 -3.4045
H 1.1819 -0.9117 -4.6659
H 2.0581 0.5316 -5.1072
H -0.9624 0.4649 -5.3586
H 0.0215 -0.3225 -6.5740
H -0.5861 1.9155 -7.2985
H 1.1503 1.7802 -7.1309
H -0.6342 3.0373 -4.9734
H 0.1743 3.9584 -6.2459
H 1.1291 3.0994 -5.0554
C 3.2628 -3.2521 -1.9793
C 2.5189 -3.8734 -0.9851
C 1.9486 -3.1206 0.0346
C 2.0859 -1.7317 0.0696
C 2.8216 -1.1232 -0.9554
C 3.4199 -1.8732 -1.9579
Si 1.2266 -0.6261 1.3492
C 0.5799 -1.6907 2.7559
C -0.3730 -2.6943 2.5500
C -0.8107 -3.4827 3.6041
C -0.3106 -3.2810 4.8842
C 0.6321 -2.2889 5.1070
C 1.0724 -1.5009 4.0494
C 2.4584 0.6451 2.0223
C 3.8278 0.5580 1.7487
C 4.7203 1.4956 2.2512
C 4.2626 2.5434 3.0361
C 2.9079 2.6468 3.3196
C 2.0183 1.7084 2.8178
H 3.7197 -3.8401 -2.7657
H 2.3964 -4.9494 -0.9923
H 1.3937 -3.6269 0.8147
H 2.9275 -0.0432 -0.9759
H 3.9969 -1.3792 -2.7314
H -0.7826 -2.8587 1.5586
H -1.5468 -4.2574 3.4267
H -0.6544 -3.8981 5.7050
H 1.0280 -2.1269 6.1018
H 1.8122 -0.7328 4.2362
H 4.2107 -0.2631 1.1587
H 5.7771 1.4033 2.0328
H 4.9578 3.2766 3.4251
H 2.5394 3.4645 3.9264
H 0.9629 1.8195 3.0325
```

***

No. 4
Molecular formula: C31H42N4O3
Method: DFT, ωB97M-V with the def2-TZVPD basis set

## Properties
SMILES string: C[C@@H](CN1C2=NC[C@H](Cc3ccc(O)cc3)N2C[C@H]1Cc1ccc(O)cc1)NC(=O)CCC1CCCCC1
Max |F| in eV Å⁻¹: 0.83
Relative energy (zero: lowest compared OMol25 entry of this formula, charge and spin) in kJ/mol: 30.1
Kohn-Sham gap in Eh: 0.29946
Spin multiplicity: 1

```
80
C31H42N4O3 ωB97M-V with the def2-TZVPD basis set
C 2.6808 2.8774 -1.6360
H 3.2770 2.4287 -2.4264
H 2.0683 3.6687 -2.0648
H 3.3501 3.3122 -0.8999
C 1.8019 1.8108 -0.9825
N 0.9664 1.1600 -1.9747
C 1.3234 0.0354 -2.6299
O 2.3666 -0.5502 -2.4063
C 0.2948 -0.4244 -3.6494
C 0.6910 -1.7549 -4.2853
C -0.2480 -2.2515 -5.3902
C -0.2891 -1.3225 -6.6049
C -1.1306 -1.9430 -7.7171
C -2.5483 -2.2179 -7.2242
C -2.5213 -3.1212 -5.9946
C -1.6731 -2.4950 -4.8908
H -1.6515 -3.1521 -4.0188
H -2.1294 -1.5488 -4.5915
H -3.5387 -3.2874 -5.6334
H -2.1012 -4.0917 -6.2677
H -3.1340 -2.6862 -8.0179
H -3.0313 -1.2717 -6.9672
H -1.1602 -1.2731 -8.5795
H -0.6712 -2.8806 -8.0384
H 0.7254 -1.1378 -6.9651
H -0.7292 -0.3623 -6.3267
H 0.1537 -3.2150 -5.7258
H 1.6969 -1.6502 -4.6979
H 0.7388 -2.5128 -3.5013
H -0.6696 -0.5128 -3.1449
H 0.2114 0.3531 -4.4127
H 0.1468 1.6630 -2.2786
H 2.4313 1.0303 -0.5468
C 0.9281 2.4266 0.1223
N 0.2700 1.4446 0.9314
C 0.6539 1.1452 2.1963
N 1.6409 1.5219 2.9141
C 1.5130 0.7700 4.1543
H 1.2620 1.4623 4.9650
H 2.4681 0.2995 4.4003
C 0.3690 -0.2800 3.9534
N -0.2237 0.2498 2.7493
C -1.1177 -0.2566 1.7447
H -0.7811 -1.2148 1.3275
H -2.1292 -0.3762 2.1402
C -1.0361 0.8635 0.6824
C -2.1739 1.9014 0.8629
C -2.2210 2.4035 2.2771
C -1.3192 3.3626 2.7190
C -1.2871 3.7504 4.0445
C -2.1688 3.1877 4.9581
C -3.1014 2.2542 4.5195
C -3.1203 1.8711 3.1939
H -3.8541 1.1473 2.8677
H -3.7953 1.8376 5.2323
O -2.1635 3.5277 6.2763
H -1.4653 4.1725 6.4423
H -0.5669 4.4876 4.3738
H -0.6262 3.8152 2.0268
H -2.0064 2.7310 0.1720
H -3.1180 1.4229 0.5972
H -1.0798 0.4542 -0.3330
C 0.8602 -1.7458 3.8581
C 1.2692 -2.1627 2.4716
C 2.2353 -1.4680 1.7536
C 2.5088 -1.7923 0.4392
C 1.8334 -2.8340 -0.1879
C 0.9165 -3.5815 0.5455
C 0.6394 -3.2389 1.8544
H -0.0969 -3.8108 2.4030
H 0.4169 -4.4112 0.0695
O 2.0407 -3.1436 -1.4909
H 2.4958 -2.3959 -1.9205
H 3.2434 -1.2321 -0.1210
H 2.7685 -0.6508 2.2123
H 0.0580 -2.4057 4.1970
H 1.6976 -1.8632 4.5515
H -0.3508 -0.2141 4.7795
H 0.1962 3.1042 -0.3357
H 1.5756 2.9996 0.7900
```

***

No. 5
Molecular formula: C31H43Cl48I2N3OP2
Method: DFT, ωB97M-V with the def2-TZVPD basis set

## Properties
Max |F| in eV Å⁻¹: 2.69
Kohn-Sham gap in Eh: 0.26996
Spin multiplicity: 1

```
130
C31H43Cl48I2N3OP2 ωB97M-V with the def2-TZVPD basis set
C 3.1847 -4.2059 0.0866
C 3.3729 -2.7530 0.5364
C 2.1486 -1.8691 0.1832
N 2.4150 -1.2025 -1.1074
P 1.0119 -0.7386 -2.1003
C 2.0076 0.7299 -2.8173
O 3.3901 0.4989 -2.8062
C 4.1066 1.4721 -2.0782
C 4.1164 2.8678 -2.7162
C 3.9928 3.9300 -1.6044
P -0.7630 -0.0548 -3.3807
N -1.3929 1.2624 -2.7425
C 0.8082 -2.4485 -2.8563
I -0.3903 -3.8985 -1.8429
C 1.3322 -2.8786 -4.0089
C 1.1666 -4.2591 -4.5764
I 2.4933 -1.6040 -5.2155
C 0.0253 -0.1899 -0.6336
C 0.5110 0.8662 0.1160
C -0.1931 1.3833 1.2223
N -1.3608 0.8471 1.5649
C -1.8213 -0.1585 0.8259
C -1.2047 -0.7416 -0.2542
H 2.1813 -4.5303 0.3432
H 3.3262 -4.2762 -0.9899
H 3.9290 -4.8146 0.5886
H 4.2316 -2.2838 0.0607
H 3.4920 -2.7208 1.6174
H 1.2864 -2.5392 0.1928
H 2.0628 -1.1620 1.0010
H 2.9127 -1.8987 -1.6556
H 1.6911 0.9065 -3.8417
H 1.7881 1.6298 -2.2424
H 5.1386 1.1251 -2.0648
H 3.8103 1.5057 -1.0276
H 5.0264 3.0370 -3.2821
H 3.2789 2.9964 -3.3987
H 3.7484 4.9099 -1.9922
H 3.2104 3.5799 -0.9350
H 4.9079 3.9251 -1.0158
H -0.3891 0.2303 -4.7152
H -1.7667 -1.0680 -3.3998
H -1.3848 2.0124 -3.4247
H 1.8463 -4.3720 -5.4146
H 1.4865 -4.9928 -3.8460
H 0.1527 -4.4394 -4.9188
H 1.4850 1.2766 -0.2040
H 0.1549 2.2044 1.8052
H -2.7823 -0.5458 1.1220
H -1.6524 -1.5781 -0.8345
C -4.2142 -4.1197 -0.4450
Cl -3.1398 -2.8004 0.0390
Cl -3.3179 -5.6330 -0.6591
Cl -5.5105 -4.3154 0.7389
H -4.6667 -3.8522 -1.3906
C -5.3855 -5.1310 4.6180
Cl -4.8771 -6.6848 3.9605
Cl -6.9484 -4.6706 3.9457
Cl -5.4545 -5.1926 6.3792
H -4.6583 -4.3822 4.3332
C -3.5337 3.4373 0.0924
Cl -5.0167 2.4830 -0.0006
Cl -3.0688 4.0378 -1.4942
Cl -3.7143 4.7907 1.2081
H -2.7412 2.7958 0.4593
C 3.6485 2.9366 2.3455
Cl 2.3819 2.1433 1.3946
Cl 5.2339 2.2964 1.9095
Cl 3.5945 4.6894 2.1355
H 3.4749 2.7274 3.3930
C -5.6736 -8.8845 -0.7019
Cl -6.7408 -10.2547 -0.3933
Cl -6.4959 -7.6594 -1.6710
Cl -5.0934 -8.1897 0.8158
H -4.8257 -9.2424 -1.2643
C 0.8255 7.2787 2.4333
Cl -0.6694 6.3489 2.3831
Cl 1.2930 7.8193 0.8162
Cl 0.6687 8.6522 3.5304
H 1.6086 6.6334 2.8078
C -3.2496 5.7478 5.8313
Cl -1.5269 5.9838 6.1297
Cl -3.5891 5.7424 4.1035
Cl -3.8066 4.2447 6.5727
H -3.7870 6.5695 6.2850
C 4.8417 -8.8343 -3.3816
Cl 6.0448 -7.6766 -2.8102
Cl 5.4934 -10.4720 -3.3763
Cl 3.3732 -8.7404 -2.4073
H 4.5857 -8.5766 -4.4004
C -4.3062 8.6804 -0.1203
Cl -5.7120 8.0438 0.7366
Cl -4.4059 10.4383 -0.2580
Cl -2.8157 8.1968 0.6844
H -4.3025 8.2638 -1.1185
C 5.2995 7.0523 -4.4420
Cl 5.5746 5.4816 -5.1986
Cl 3.6304 7.5716 -4.6763
Cl 5.7000 6.9982 -2.7256
H 5.9484 7.7744 -4.9183
C -5.5097 3.4018 -4.2636
Cl -6.3737 4.8470 -4.7935
Cl -6.3909 1.9439 -4.7244
Cl -3.8737 3.3759 -4.9161
H -5.4378 3.4268 -3.1831
C -3.9329 3.5921 10.4992
Cl -5.3387 2.9557 11.3518
Cl -4.0322 5.3462 10.3530
Cl -2.4447 3.1198 11.3190
H -3.9207 3.1691 9.5024
C 3.7870 -3.2173 5.1905
Cl 2.6781 -4.0801 4.1258
Cl 5.4510 -3.7248 4.9024
Cl 3.6225 -1.4725 4.9762
H 3.5315 -3.4585 6.2133
C -0.9862 -8.7928 -2.5447
Cl -2.3360 -8.5771 -1.4217
Cl 0.3864 -9.5082 -1.6944
Cl -1.4688 -9.8099 -3.9004
H -0.6977 -7.8239 -2.9321
C 2.2204 0.8664 -8.8359
Cl 0.7086 0.1941 -8.2279
Cl 2.1321 2.6240 -8.9180
Cl 3.5885 0.3598 -7.8356
H 2.3799 0.4880 -9.8364
C 0.0555 1.1002 9.3053
Cl -1.1731 2.0460 8.4710
Cl -0.5523 -0.5079 9.6993
Cl 1.5271 0.9921 8.3370
H 0.2977 1.6050 10.2313
```

***

> Which value of spin multiplicity does entry 3 give?

1

***

> The lowest max |F| belongs to which entry?

number 2